Record 1
Formula: C23H33As2O4S3TeV
Source: the Open Molecules 2025 dataset
Level of theory: wB97M-V/def2-TZVPD

```
67
C23H33As2O4S3TeV, DFT wB97M-V/def2-TZVPD
V 0.3304 -1.8579 0.4215
C 2.6575 -0.9849 4.2155
C 1.9412 -0.8351 2.8987
S 2.2757 -2.0630 1.6903
C 1.1076 0.1950 2.6391
C 0.7836 1.2571 3.6625
S 0.3671 0.3671 1.0556
H 3.6256 -1.4646 4.0597
H 2.0921 -1.6174 4.9084
H 2.8239 -0.0234 4.7050
H 1.6799 1.6579 4.1450
H 0.1333 0.8639 4.4509
H 0.2556 2.0841 3.1877
C -3.4706 1.9456 -2.4858
As -2.3568 1.3275 -0.9815
C -0.9652 2.7112 -1.1514
C -3.4796 2.1669 0.4227
C -3.8552 3.5045 0.3533
C -4.7103 4.0612 1.2941
C -5.2015 3.2656 2.3189
C -4.8091 1.9370 2.4111
C -3.9475 1.3661 1.4738
As -3.1488 -0.4431 1.6582
C -4.5658 -1.3661 0.6254
C -3.8867 -0.9184 3.4248
H -3.6996 3.0110 -2.4216
H -4.4028 1.3797 -2.5012
H -2.9293 1.7466 -3.4118
H -1.0308 3.4208 -0.3277
H -1.0669 3.2350 -2.1033
H 0.0038 2.2168 -1.1054
H -3.4612 4.1326 -0.4403
H -4.9877 5.1075 1.2279
H -5.8854 3.6806 3.0518
H -5.1855 1.3352 3.2296
H -5.5421 -1.2141 1.0905
H -4.3257 -2.4274 0.5733
H -4.5626 -0.9671 -0.3888
H -4.9726 -0.8190 3.4857
H -3.4130 -0.3208 4.2050
H -3.6108 -1.9626 3.5771
O -0.1014 -4.0600 0.0836
S -1.4306 -3.5011 0.4757
O -2.5465 -4.4074 0.5055
O -1.1226 -2.8032 1.7842
O -1.5892 -2.3198 -0.4636
C 7.0519 -0.8658 -3.9301
C 5.6435 -0.9444 -3.3995
C 5.1719 -2.0884 -2.7773
C 3.8550 -2.2014 -2.3333
C 3.4305 -3.4776 -1.6644
C 2.9573 -1.1382 -2.5270
Te 0.8872 -1.4116 -2.1597
C 3.4497 0.0546 -3.0911
C 2.6097 1.3004 -3.1980
C 4.7712 0.1272 -3.5217
H 7.5841 -1.8031 -3.7607
H 7.6217 -0.0656 -3.4497
H 7.0604 -0.6659 -5.0051
H 5.8416 -2.9330 -2.6386
H 4.2895 -4.1364 -1.5190
H 2.6717 -3.9967 -2.2542
H 2.9750 -3.2777 -0.6949
H 2.6158 1.8367 -2.2451
H 1.5700 1.0685 -3.4184
H 3.0054 1.9659 -3.9692
H 5.1234 1.0524 -3.9725
```

The HOMO energy (spin up / spin down) is -1.1556 / -1.2891 eV. The frontier orbital gap (spin up / spin down) is 5.55 / 5.68 eV. The net charge is -2. The largest force on an atom comes out at 0.63 eV/A. As for the multiplicity: 3.


Record 2
Formula: C23H19CaClNO4
Source: the Open Molecules 2025 dataset
Level of theory: wB97M-V/def2-TZVPD

```
49
C23H19CaClNO4, DFT wB97M-V/def2-TZVPD
Ca -0.0350 0.0763 0.1454
O -3.6872 -2.0038 -0.4180
C -2.5042 -1.7038 -0.3089
O -1.8678 -0.7438 -0.8416
C -1.6531 -2.6348 0.5964
C -2.2694 -3.7982 1.1309
C -1.5372 -4.6351 1.9078
C -0.1758 -4.3406 2.1764
C 0.6580 -5.1599 2.9783
C 1.9564 -4.8064 3.2039
C 2.4827 -3.6196 2.6390
C 1.7030 -2.8128 1.8608
C 0.3531 -3.1684 1.6169
N -0.4004 -2.3326 0.8318
H -3.3098 -3.9630 0.8942
H -1.9807 -5.5301 2.3316
H 0.2472 -6.0656 3.4099
H 2.5887 -5.4333 3.8203
H 3.5131 -3.3458 2.8283
H 2.1021 -1.9030 1.4258
Cl 5.9911 4.6185 -0.4937
C 4.8510 3.2981 -0.3470
C 5.2460 2.1038 0.2756
C 4.3792 1.0552 0.4066
C 3.0339 1.1227 -0.0731
O 2.2412 0.1331 0.0710
C 2.6592 2.3500 -0.7091
C 1.3597 2.6068 -1.2922
O 0.3956 1.8499 -1.3372
C 3.5800 3.4110 -0.8293
H 6.2566 2.0233 0.6582
H 4.6824 0.1361 0.8908
H 1.2596 3.6034 -1.7575
H 3.2620 4.3272 -1.3142
C -0.5253 1.5440 5.7637
C -1.0728 2.3779 4.5959
C -0.4163 3.7658 4.6335
C -2.5893 2.5438 4.7771
C -0.7896 1.7116 3.3140
C -0.5753 1.1580 2.2411
H -0.7442 2.0499 6.7099
H 0.5538 1.4126 5.6736
H -0.9805 0.5528 5.7783
H -0.6355 4.2495 5.5911
H -0.7930 4.3941 3.8253
H 0.6652 3.6865 4.5158
H -2.7950 3.0390 5.7320
H -3.0876 1.5738 4.7649
H -3.0113 3.1416 3.9684
```

The HOMO energy is -5.3367 eV. The frontier orbital gap is 7.76 eV. The net charge is -1. The largest force on an atom comes out at 0.54 eV/A. Its energy relative to the best compared isomer or geometry (same formula, charge and spin) is 0.0 kJ/mol.


Record 3
Formula: C28H29N6ORu
Source: the Open Molecules 2025 dataset
Level of theory: wB97M-V/def2-TZVPD

```
65
C28H29N6ORu, DFT wB97M-V/def2-TZVPD
Ru 0.1679 0.7902 0.0396
C 5.7000 2.0435 4.0298
C 4.7580 1.5610 2.9900
C 5.1681 1.4315 1.6482
C 4.2981 0.9921 0.6992
C 2.9459 0.6563 1.0215
N 2.1135 0.2500 0.0349
C 2.6309 -0.4868 -0.9921
C 3.6366 -1.4564 -0.7078
C 4.1594 -2.2495 -1.6849
C 3.7344 -2.1108 -3.0200
C 4.2939 -2.9903 -4.0790
C 2.7694 -1.1403 -3.3192
C 2.2090 -0.3370 -2.3514
N 1.3459 0.6993 -2.7630
C 1.3294 1.3094 -3.9806
C 0.3809 2.2933 -3.9471
C -0.1558 2.2350 -2.6569
N 0.4338 1.2823 -1.9421
C 2.5270 0.7923 2.3912
C 3.4286 1.2462 3.3231
N 1.2620 0.3688 2.8387
C 0.9540 -0.0498 4.0990
C -0.4006 -0.2110 4.1668
C -0.8691 0.1350 2.8940
N 0.1319 0.4718 2.0903
H 6.7233 1.7426 3.8089
H 5.4159 1.7045 5.0237
H 5.6995 3.1401 4.0518
H 6.1786 1.7028 1.3692
H 4.6010 0.9456 -0.3385
H 3.9260 -1.6021 0.3256
H 4.8939 -3.0047 -1.4335
H 5.3731 -2.8314 -4.1651
H 3.8354 -2.8282 -5.0505
H 4.1824 -4.0406 -3.7996
H 2.4539 -1.0345 -4.3486
H 1.9898 1.0267 -4.7829
H 0.1083 2.9679 -4.7412
H -0.9280 2.8504 -2.2242
H 3.1114 1.3752 4.3492
H 1.7059 -0.2283 4.8495
H -0.9736 -0.5423 5.0167
H -1.8884 0.1714 2.5496
O -0.7848 -1.3576 -0.2380
C -2.1764 -1.6188 0.1078
C -3.1739 -1.0660 -0.8986
C -2.8241 0.3537 -1.3373
C -2.8489 1.3687 -0.2333
C -4.0463 1.9010 0.2268
C -4.0375 2.9125 1.1697
C -2.8178 3.3915 1.6367
C -1.6661 2.7973 1.1804
N -1.6708 1.7898 0.2808
H -0.5793 -1.8701 -1.0295
H -2.3176 -1.1743 1.0874
H -2.3152 -2.6942 0.2123
H -4.1645 -1.1058 -0.4412
H -3.2063 -1.6973 -1.7888
H -3.5175 0.6704 -2.1176
H -1.8320 0.3411 -1.7762
H -4.9787 1.5311 -0.1814
H -4.9656 3.3416 1.5252
H -2.7655 4.2043 2.3478
H -0.6967 3.1275 1.5321
```

The HOMO energy (spin up / spin down) is -17.3710 / -17.3641 eV. The frontier orbital gap (spin up / spin down) is 5.68 / 5.64 eV. The net charge is +3. The largest force on an atom comes out at 0.94 eV/A.